[1]
Computed, not measured: the molecule C5H6ClNO, with wB97M-V/def2-TZVPD.

Each line ends with the Löwdin charge.
CARTESIAN COORDINATES (ANGSTROEM)
C -0.254 3.020 0.471  0.022
C -1.125 2.155 -0.030  -0.139
C -0.951 0.722 -0.214  -0.305
C 0.400 0.130 -0.023  -0.104
C 0.727 -1.156 0.130  -0.543
Cl 2.373 -1.589 0.357  0.630
N -2.061 0.134 -0.483  0.047
O -1.919 -1.236 -0.586  -0.042
H 0.643 2.740 1.000  0.055
H -0.429 4.083 0.405  0.056
H -2.118 2.484 -0.369  0.113
H 1.164 0.876 0.133  0.083
H 0.099 -1.975 -0.118  0.046
H -2.701 -1.472 -1.054  0.084

electronic energy = -784.20706 hartree
energy relative to the best compared isomer or geometry (same formula, charge and spin) = 72.0 kcal per mole
SMILES = C=CC(/C=C/Cl)=N/O
2S+1 = 1
HOMO level = -0.3318 Eh
lowest unoccupied orbital energy = 0.23 eV
Kohn-Sham gap = 9.263 eV

---

[2]
Computed, not measured: the molecule C5H6F2, with wB97M-V/def2-TZVPD.

Each line ends with the Löwdin charge.
CARTESIAN COORDINATES (ANGSTROEM)
F -1.921 1.354 0.356  0.034
C -1.204 0.754 -0.593  -0.171
C -1.061 -0.745 -0.592  -0.257
F -1.818 -1.494 0.251  0.018
C 0.091 -0.077 0.000  -0.284
C 0.896 -0.025 1.246  -0.043
C 1.559 0.068 -0.115  -0.066
H -1.063 1.411 -1.568  0.179
H -1.169 -1.343 -1.602  0.182
H 1.008 -0.919 1.694  0.064
H 0.888 0.862 1.891  0.121
H 1.818 1.040 -0.464  0.098
H 1.976 -0.886 -0.505  0.123

electronic energy = -393.72187 hartree
energy relative to the best compared isomer or geometry (same formula, charge and spin) = 50.1 kcal per mole
SMILES = F[C@@H]1[C@H](F)C12CC2
2S+1 = 1
HOMO level = -0.3484 Eh
lowest unoccupied orbital energy = 1.00 eV
Kohn-Sham gap = 10.476 eV

---

[3]
Computed, not measured: the molecule C5H6F2N2, with wB97M-V/def2-TZVPD.

Each line ends with the Löwdin charge.
CARTESIAN COORDINATES (ANGSTROEM)
C -1.778 -1.005 0.240  -0.249
C 1.457 -0.611 0.404  -0.037
C -2.072 0.084 -0.732  -0.217
C -1.776 0.398 0.798  -0.174
C 2.537 0.167 -0.080  -0.056
N -0.617 -1.749 0.111  0.039
N 0.493 -1.245 0.196  -0.003
F -1.125 0.313 -1.638  0.035
F -0.640 0.893 1.352  0.024
H -2.535 -1.687 0.548  0.125
H -3.090 0.332 -1.214  0.169
H -2.596 0.881 1.277  0.127
H 2.446 0.375 -1.055  0.040
H 3.626 -0.170 0.147  0.133
H 2.488 1.050 0.411  0.044

electronic energy = -503.16544 hartree
energy relative to the best compared isomer or geometry (same formula, charge and spin) = 127.5 kcal per mole
2S+1 = 1
HOMO level = -0.2905 Eh
lowest unoccupied orbital energy = 0.86 eV
Kohn-Sham gap = 8.767 eV

---

[4]
Computed, not measured: the molecule C5H6F2N2, with wB97M-V/def2-TZVPD.

Each line ends with the Löwdin charge.
CARTESIAN COORDINATES (ANGSTROEM)
N 1.763 -1.235 -0.516  0.143
C 0.707 -0.596 0.032  -0.562
F 0.914 -0.612 1.522  -0.047
N -0.488 -1.310 -0.122  0.141
C -1.555 -0.746 0.152  -0.147
C -1.683 0.631 0.536  -0.050
C -0.636 1.440 0.353  0.018
C 0.525 0.861 -0.411  -0.263
F 1.714 1.504 -0.234  0.030
H 1.439 -2.120 -0.944  0.117
H 2.597 -0.734 -0.851  0.119
H -2.435 -1.364 0.098  0.115
H -2.497 0.960 1.100  0.090
H -0.549 2.423 0.764  0.117
H 0.186 0.897 -1.482  0.178

electronic energy = -503.32642 hartree
energy relative to the best compared isomer or geometry (same formula, charge and spin) = 26.5 kcal per mole
SMILES = N[C@]1(F)N=CC=C[C@H]1F
2S+1 = 1
HOMO level = -0.3579 Eh
lowest unoccupied orbital energy = -0.02 eV
Kohn-Sham gap = 9.717 eV

---

[5]
Computed, not measured: a cluster of 2 separate species, C5H6F2O in total, with wB97M-V/def2-TZVPD.

Each line ends with the Löwdin charge.
CARTESIAN COORDINATES (ANGSTROEM)
C 1.086 1.580 -0.945  -0.050
C 0.596 0.330 -0.455  -0.518
C -0.424 -0.428 -1.287  0.013
O 1.000 -0.098 0.612  0.057
H 2.044 1.895 -0.531  0.084
H 0.356 2.431 -0.749  0.121
H 1.329 1.691 -2.045  0.103
H -0.562 0.054 -2.163  0.038
H -1.280 -0.305 -0.630  0.080
H -0.189 -1.470 -1.212  0.093
F 0.597 -1.477 3.318  0.115
C -0.547 -1.323 2.721  -0.109
C -1.393 -1.513 1.906  -0.110
F -2.615 -1.365 1.461  0.082

electronic energy = -468.91617 hartree
energy relative to the best compared isomer or geometry (same formula, charge and spin) = 95.8 kcal per mole
SMILES = CC(C)=O.FC#CF
2S+1 = 1
HOMO level = -0.3514 Eh
lowest unoccupied orbital energy = 0.56 eV
Kohn-Sham gap = 10.121 eV

---

[6]
Computed, not measured: the ion C5H6F3N2 with charge +1, with wB97M-V/def2-TZVPD.

Each line ends with the Löwdin charge.
CARTESIAN COORDINATES (ANGSTROEM)
C 0.301 2.016 0.228  0.042
C 0.396 0.459 0.518  -0.302
F -0.002 0.247 1.771  0.091
C 1.686 -0.236 0.193  -0.155
F 2.712 0.451 -0.326  0.187
N 1.788 -1.514 0.241  0.223
C 0.815 -2.387 0.246  -0.043
N -0.336 -2.058 -0.308  0.153
C -0.769 -0.631 -0.367  -0.065
F -2.038 -0.656 0.313  0.004
H -0.388 2.252 -0.618  0.100
H 1.250 2.508 0.017  0.082
H -0.186 2.407 1.209  0.137
H 1.119 -3.385 0.582  0.178
H -1.156 -2.680 -0.335  0.189
H -1.033 -0.319 -1.427  0.178

electronic energy = -602.89310 hartree
energy relative to the best compared isomer or geometry (same formula, charge and spin) = 28.3 kcal per mole
SMILES = C[C@]1(F)C(F)=NC=[NH+][C@H]1F
2S+1 = 1
HOMO level = -0.5837 Eh
net charge = +1
lowest unoccupied orbital energy = -6.38 eV
Kohn-Sham gap = 9.504 eV

---

[7]
Computed, not measured: the ion C5H6FN2O2 with charge +1, with wB97M-V/def2-TZVPD.

Each line ends with the Löwdin charge.
CARTESIAN COORDINATES (ANGSTROEM)
N -1.643 1.542 0.250  0.285
C -0.831 0.558 -0.025  -0.176
N -1.242 -0.684 -0.239  0.151
C -0.424 -1.805 -0.314  -0.015
C 0.898 -1.829 -0.092  0.024
C 1.663 -0.656 0.237  -0.220
O 2.755 -0.455 0.630  0.190
C 0.642 0.856 -0.129  -0.369
O 0.993 1.923 0.615  0.110
F 0.908 1.032 -1.484  0.087
H -1.244 2.464 0.398  0.157
H -2.651 1.449 0.297  0.161
H -2.244 -0.859 -0.263  0.186
H -0.957 -2.719 -0.529  0.145
H 1.421 -2.777 -0.102  0.137
H 1.955 1.961 0.749  0.147

electronic energy = -553.71642 hartree
energy relative to the best compared isomer or geometry (same formula, charge and spin) = 0.0 kcal per mole
SMILES = [NH2+]=C1NC=CC(=O)[C@@]1(O)F
2S+1 = 1
HOMO level = -0.5084 Eh
net charge = +1
lowest unoccupied orbital energy = -5.29 eV
Kohn-Sham gap = 8.547 eV

---

[8]
Computed, not measured: a cluster of 2 separate species, C5H6FNOS in total, with wB97M-V/def2-TZVPD.

Each line ends with the Löwdin charge.
CARTESIAN COORDINATES (ANGSTROEM)
C 2.548 -0.616 0.651  -0.420
C 2.247 1.734 -0.046  -0.393
C 1.221 -0.211 0.635  -0.219
C -1.946 -0.647 -0.101  0.006
C -2.509 0.779 -0.021  -0.481
N 1.193 1.113 0.377  -0.093
O -1.886 1.795 -0.259  0.085
F -3.807 0.853 0.276  0.104
S 3.636 0.672 0.013  0.949
H 2.908 -1.679 0.631  0.057
H 2.280 2.614 -0.512  0.040
H -1.271 -0.703 0.685  0.009
H -2.839 -1.270 0.078  0.087
H -1.420 -0.684 -1.126  0.129
H 0.299 1.557 0.033  0.139

electronic energy = -822.07741 hartree
energy relative to the best compared isomer or geometry (same formula, charge and spin) = 46.9 kcal per mole
2S+1 = 1
HOMO level = -0.2974 Eh
lowest unoccupied orbital energy = 0.27 eV
Kohn-Sham gap = 8.367 eV

---

[9]
Computed, not measured: a structure of composition C5H6HgLiO4, with wB97M-V/def2-TZVPD.

Each line ends with the Löwdin charge.
CARTESIAN COORDINATES (ANGSTROEM)
O -2.435 2.324 -0.906  0.050
C -1.587 1.503 -1.153  -0.583
O -1.334 0.727 -2.060  -0.261
O -0.640 1.371 0.032  0.194
C 0.309 0.552 -0.011  0.014
C 1.138 0.293 1.159  -0.071
Li -3.972 3.124 -1.570  0.892
H 0.485 0.025 -0.962  0.170
H 0.896 0.986 1.973  0.153
H 2.161 0.529 0.796  0.173
Hg -1.961 -0.235 -3.601  1.120
C 1.093 -1.209 1.587  -0.096
C 1.213 -2.143 0.413  -0.268
O 0.280 -2.758 -0.044  0.083
H 0.176 -1.444 2.140  0.140
H 2.226 -2.234 -0.041  0.147
H 1.953 -1.410 2.247  0.144

electronic energy = -655.37393 hartree
2S+1 = 2
HOMO level (alpha / beta) = -0.5983 / -0.5983 Eh
net charge = +2
⟨S²⟩ = 0.75
lowest unoccupied orbital energy (alpha / beta) = -8.63 / -9.87 eV
Kohn-Sham gap (alpha / beta) = 7.652 / 6.414 eV

---

[10]
Computed, not measured: the molecule C5H6I2O2, with wB97M-V/def2-TZVPD.

Each line ends with the Löwdin charge.
CARTESIAN COORDINATES (ANGSTROEM)
C 1.191 0.590 1.013  -0.688
C 1.650 0.946 -0.287  -0.566
C -1.384 0.568 -0.750  -0.736
C -1.030 -0.284 0.415  -0.463
C -0.519 -1.586 -0.042  -0.050
O 2.111 0.583 1.850  -0.017
O -0.061 0.440 1.343  0.006
I 3.632 1.137 -0.596  0.982
I -2.778 1.931 -0.579  0.987
H 1.104 1.330 -1.224  0.049
H -1.027 0.373 -1.836  0.075
H -1.722 -0.288 1.204  0.115
H 0.016 -1.568 -1.026  0.100
H -1.452 -2.143 -0.081  0.097
H 0.267 -2.030 0.597  0.108

electronic energy = -939.82883 hartree
energy relative to the best compared isomer or geometry (same formula, charge and spin) = 76.9 kcal per mole
2S+1 = 1
HOMO level (alpha / beta) = -0.3185 / -0.3146 Eh
lowest unoccupied orbital energy (alpha / beta) = -1.16 / -1.45 eV
Kohn-Sham gap (alpha / beta) = 7.509 / 7.114 eV

---

[11]
Computed, not measured: a structure of composition C5H6LaNP, with wB97M-V/def2-TZVPD.

Each line ends with the Löwdin charge.
CARTESIAN COORDINATES (ANGSTROEM)
P -1.572 -1.953 -1.275  0.770
C -0.594 -0.489 -0.442  -0.535
C 1.028 -0.592 -0.395  0.028
C 2.064 0.504 0.299  0.126
C 1.214 1.797 0.936  0.093
C -0.402 1.729 0.753  -0.040
N -1.285 0.693 0.147  -0.302
H -0.738 -2.588 -2.291  0.027
H -1.656 -2.955 -0.209  -0.044
H 1.517 -1.556 -0.892  0.132
H 3.230 0.413 0.316  0.150
H 1.770 2.703 1.465  0.156
H -0.979 2.684 1.185  0.149
La -3.597 -0.390 0.404  2.290

electronic energy = -620.37522 hartree
2S+1 = 1
HOMO level = -0.7385 Eh
net charge = +3
lowest unoccupied orbital energy = -14.14 eV
Kohn-Sham gap = 5.954 eV

---

[12]
Computed, not measured: a structure of composition C5H6Li2O4Pt, with wB97M-V/def2-TZVPD.

Each line ends with the Löwdin charge.
CARTESIAN COORDINATES (ANGSTROEM)
O -0.710 0.456 -0.888  -0.272
C -1.808 0.173 -0.319  -0.593
O -2.070 -1.032 -0.063  -0.132
Li -0.162 -1.685 -0.550  0.778
Li -3.638 -1.981 0.064  0.881
O 1.640 -1.393 -0.127  -0.073
Pt 0.894 1.259 -0.671  1.242
C 2.217 -0.296 -0.078  -0.474
O 3.461 -0.348 0.385  -0.030
C 4.182 0.875 0.510  -0.040
H 5.137 0.626 0.982  0.117
H 4.368 1.316 -0.479  0.104
H 3.637 1.585 1.147  0.095
C -2.739 1.270 0.018  -0.051
C -3.648 1.163 0.989  0.124
H -2.564 2.213 -0.503  0.133
H -4.299 1.999 1.242  0.106
H -3.754 0.256 1.588  0.086

electronic energy = -628.83678 hartree
energy relative to the best compared isomer or geometry (same formula, charge and spin) = 0.0 kcal per mole
2S+1 = 3
HOMO level (alpha / beta) = -0.6112 / -0.6584 Eh
net charge = +2
⟨S²⟩ = 2.00
lowest unoccupied orbital energy (alpha / beta) = -7.60 / -10.38 eV
Kohn-Sham gap (alpha / beta) = 9.034 / 7.531 eV

---

> The lowest electronic energy belongs to which entry?

C5H6I2O2

---

> Which of these has the lowest electronic energy?

C5H6I2O2

---

> Which value of electronic energy does entry 2 give?

-393.72187 hartree